{
  "formula": "C22H23BrClIN4O8Zr",
  "method": "ωB97M-V/def2-TZVPD",
  "elements": ["I", "Zr", "Br", "Cl", "O", "O", "O", "O", "O", "O", "O", "O", "N", "N", "N", "N", "C", "C", "C", "C", "C", "C", "C", "C", "C", "C", "C", "C", "C", "C", "C", "C", "C", "C", "C", "C", "C", "C", "H", "H", "H", "H", "H", "H", "H", "H", "H", "H", "H", "H", "H", "H", "H", "H", "H", "H", "H", "H", "H", "H", "H"],
  "positions_angstrom": [[-3.20, 0.33, 1.46], [0.34, 0.30, 0.87], [1.56, -0.99, -2.38], [3.14, 0.07, 1.75], [-0.30, 2.17, 1.55], [0.06, -1.00, 2.31], [-0.62, 2.76, -5.10], [0.57, -4.48, -1.34], [2.29, -0.46, 0.54], [2.07, 0.91, 2.38], [1.95, 2.60, 0.09], [4.16, 0.91, 1.19], [0.88, 4.13, 1.53], [-0.02, 1.06, -1.40], [-0.97, -1.31, -0.11], [1.67, -4.08, 3.20], [0.37, 1.14, -3.77], [-4.16, 0.08, -1.40], [2.17, 3.57, 1.10], [-2.05, -1.01, -1.01], [0.66, -4.38, 1.05], [-3.12, -0.24, -0.55], [-0.19, 3.41, 1.74], [0.17, -3.06, 1.12], [1.47, -2.08, 4.56], [-1.10, 2.74, -2.74], [1.42, -4.82, 2.12], [0.54, 0.58, -2.52], [-3.08, -1.14, -3.17], [1.20, -2.85, 3.30], [0.37, -5.24, -0.14], [0.89, 5.56, 1.83], [-4.14, -0.37, -2.72], [-2.04, -1.47, -2.32], [-0.75, -2.56, 0.13], [0.47, -2.29, 2.25], [-0.84, 2.12, -1.55], [-0.46, 2.25, -3.89], [1.01, -6.12, -0.12], [-1.33, 2.47, -0.65], [2.34, -2.50, 5.06], [1.86, -5.81, 2.10], [1.62, -1.02, 4.36], [-1.06, 3.96, 2.09], [-5.01, 0.65, -1.04], [2.82, 2.23, -0.14], [-1.22, 3.51, -5.12], [-0.67, -5.59, -0.11], [-1.36, -3.29, -0.40], [2.67, 3.14, 1.97], [1.10, 6.12, 0.93], [-1.78, 3.57, -2.79], [-0.07, 5.86, 2.23], [0.85, 0.72, -4.64], [1.66, 5.77, 2.58], [2.75, 4.40, 0.70], [-1.21, -2.08, -2.65], [0.62, -2.17, 5.24], [1.03, -5.02, -1.99], [-3.07, -1.51, -4.19], [-4.95, -0.12, -3.38]],
  "lowdin_charge": [1.0956, 1.8283, 0.9352, 1.0519, -0.2525, -0.2893, 0.1449, -0.0703, -0.6232, -0.5208, -0.0744, -0.3377, -0.0531, -0.0949, -0.0773, 0.1521, -0.0097, -0.1266, -0.1570, -0.3650, -0.1205, -0.6370, -0.1918, -0.0765, 0.0015, 0.0434, -0.0536, -0.6985, -0.0398, -0.2495, -0.1729, 0.0246, -0.0519, -0.0331, -0.0217, -0.2507, -0.1213, -0.2820, 0.1338, 0.1029, 0.0936, 0.1298, 0.0626, 0.1728, 0.1060, 0.1022, 0.1427, 0.1362, 0.1580, 0.1344, 0.1126, 0.1340, 0.1044, 0.1327, 0.1167, 0.1520, 0.1019, 0.1013, 0.1033, 0.1211, 0.1202],
  "relative_energy_kj_mol": 21.34,
  "charge": 2,
  "max_force_ev_per_a": 0.66,
  "orbital_gap_ev": 7.33
}